Entry 1:
{
  "formula": "C5H8O2",
  "method": "ωB97M-V/def2-TZVPD",
  "symbols": ["C", "C", "C", "O", "C", "C", "O", "H", "H", "H", "H", "H", "H", "H", "H"],
  "coordinates": [[3.02, 1.22, 0.54], [2.26, 0.70, -0.24], [1.30, -0.29, -0.60], [0.26, -0.29, 0.35], [-0.91, -0.83, -0.25], [-2.10, -0.21, 0.43], [-2.18, 1.17, 0.14], [3.56, 1.92, 1.10], [0.82, -0.21, -1.58], [2.02, -1.15, -0.60], [-0.93, -0.56, -1.33], [-0.86, -1.92, -0.10], [-3.04, -0.70, 0.15], [-1.91, -0.34, 1.50], [-1.34, 1.50, 0.49]],
  "lowdin_charge": [0.135, -0.107, -0.266, -0.124, -0.211, -0.250, -0.054, 0.020, 0.112, 0.147, 0.126, 0.132, 0.129, 0.120, 0.090],
  "e_tot_ha": -345.67387,
  "smiles": "C#CCOCCO"
}

Entry 2:
{
  "formula": "C5H8O2",
  "method": "ωB97M-V/def2-TZVPD",
  "symbols": ["C", "C", "O", "C", "C", "O", "C", "H", "H", "H", "H", "H", "H", "H", "H"],
  "coordinates": [[1.99, -0.38, 0.08], [1.05, 0.63, 0.67], [0.25, 1.40, -0.22], [-0.42, 0.52, 0.67], [-2.73, 0.38, -1.49], [-2.48, -0.16, -0.33], [-1.16, -0.62, 0.04], [2.31, -1.09, 0.85], [1.53, -0.94, -0.74], [2.88, 0.12, -0.31], [1.47, 1.22, 1.49], [-0.97, 1.02, 1.47], [-1.76, 0.34, -2.07], [-0.65, -0.99, -0.86], [-1.31, -1.44, 0.75]],
  "lowdin_charge": [-0.031, -0.295, -0.003, -0.243, 0.062, -0.175, -0.130, 0.086, 0.076, 0.085, 0.143, 0.155, 0.013, 0.120, 0.138],
  "e_tot_ha": -345.63495
}

Entry 3:
{
  "formula": "C5H8O2",
  "method": "ωB97M-V/def2-TZVPD",
  "symbols": ["C", "C", "O", "C", "C", "C", "O", "H", "H", "H", "H", "H", "H", "H", "H"],
  "coordinates": [[1.44, 0.63, 0.26], [0.62, -0.44, -0.43], [0.89, -0.57, -1.79], [-0.72, -0.88, -0.04], [-1.40, -0.56, 1.07], [-1.55, 1.54, -0.51], [-2.60, 1.91, -0.72], [2.50, 0.36, 0.14], [1.32, 1.66, -0.10], [1.20, 0.61, 1.32], [1.82, -0.33, -1.94], [-1.04, -1.67, -0.72], [0.73, -1.44, 0.21], [-2.23, -1.17, 1.39], [-1.01, 0.17, 1.78]],
  "lowdin_charge": [-0.051, -0.491, -0.011, -0.255, -0.064, 0.037, 0.073, 0.084, 0.078, 0.077, 0.098, 0.130, 0.176, 0.056, 0.064],
  "e_tot_ha": -345.69563
}

Entry 4:
{
  "formula": "C5H8O2",
  "method": "ωB97M-V/def2-TZVPD",
  "symbols": ["C", "C", "C", "C", "O", "C", "O", "H", "H", "H", "H", "H", "H", "H", "H"],
  "coordinates": [[-2.35, 0.76, 0.34], [-1.27, 0.61, -0.19], [0.38, 0.10, -0.52], [1.07, 0.76, 0.64], [0.83, 0.42, -1.81], [0.32, -1.44, -0.39], [-0.27, -1.77, 0.84], [-3.22, 0.97, 0.80], [2.17, 0.83, 0.39], [0.74, 1.88, 0.88], [0.84, 0.20, 1.52], [0.75, 1.38, -1.92], [1.37, -1.72, -0.17], [-0.24, -1.76, -1.36], [-1.13, -1.23, 0.95]],
  "lowdin_charge": [0.087, -0.008, -0.514, -0.056, -0.001, -0.214, -0.106, -0.006, 0.104, 0.129, 0.069, 0.114, 0.142, 0.162, 0.098],
  "e_tot_ha": -345.66607,
  "smiles": "C#C[C@](C)(O)CO"
}

Entry 5:
{
  "formula": "C5H8O2",
  "method": "ωB97M-V/def2-TZVPD",
  "symbols": ["C", "C", "C", "C", "O", "C", "O", "H", "H", "H", "H", "H", "H", "H", "H"],
  "coordinates": [[2.17, -0.22, -0.27], [0.69, -0.23, -0.17], [-0.05, 0.84, 0.50], [-1.48, 0.29, -0.15], [-2.62, 0.51, 0.65], [-0.90, -1.06, -0.27], [0.17, -0.96, -1.22], [2.62, 0.63, 0.26], [2.46, -0.10, -1.32], [2.61, -1.14, 0.12], [-0.17, 0.72, 1.58], [0.31, 1.85, 0.28], [-1.62, 0.80, -1.11], [-3.22, -0.24, 0.53], [-0.97, -1.71, 0.60]],
  "lowdin_charge": [-0.012, -0.394, -0.050, -0.313, -0.022, -0.080, -0.003, 0.083, 0.092, 0.088, 0.127, 0.103, 0.149, 0.101, 0.132],
  "e_tot_ha": -345.62594,
  "smiles": "C[C@]12C[C@H](O)[C@H]1O2"
}

Entry 6:
{
  "formula": "C5H8O2",
  "method": "ωB97M-V/def2-TZVPD",
  "symbols": ["C", "C", "O", "C", "C", "O", "C", "H", "H", "H", "H", "H", "H", "H", "H"],
  "coordinates": [[1.59, 0.63, -0.30], [0.22, -0.22, 0.48], [0.74, -0.73, 1.65], [-1.05, 0.67, 0.52], [-1.69, -0.36, -0.42], [-0.89, -0.40, -1.60], [-0.47, -1.18, -0.49], [1.13, 0.79, -1.27], [1.84, 1.61, 0.16], [2.56, 0.09, -0.48], [1.49, -0.24, 1.03], [-1.49, 0.69, 1.53], [-0.95, 1.68, 0.12], [-2.72, -0.66, -0.50], [-0.33, -2.25, -0.62]],
  "lowdin_charge": [0.009, -0.463, -0.035, -0.021, -0.201, -0.005, -0.152, 0.060, 0.082, 0.091, 0.083, 0.128, 0.120, 0.145, 0.159],
  "e_tot_ha": -345.62238
}

Entry 7:
{
  "formula": "C5H8O2",
  "method": "ωB97M-V/def2-TZVPD",
  "symbols": ["C", "C", "C", "C", "O", "C", "O", "H", "H", "H", "H", "H", "H", "H", "H"],
  "coordinates": [[-2.37, -0.06, -0.61], [-1.02, -0.40, 0.01], [0.13, 0.30, -0.71], [1.49, 0.07, -0.14], [1.53, -0.12, 1.13], [3.01, 0.06, 0.87], [3.58, 1.06, 1.19], [-2.58, 1.01, -0.52], [-3.18, -0.60, -0.11], [-2.40, -0.33, -1.67], [-0.86, -1.49, -0.04], [-1.00, -0.13, 1.07], [0.14, 0.06, -1.78], [0.01, 1.40, -0.66], [3.42, -0.93, 0.67]],
  "lowdin_charge": [-0.115, -0.265, -0.175, -0.050, 0.055, -0.352, 0.067, 0.076, 0.072, 0.074, 0.114, 0.109, 0.115, 0.139, 0.136],
  "e_tot_ha": -345.67952
}

Entry 8:
{
  "formula": "C5H8O2",
  "method": "ωB97M-V/def2-TZVPD",
  "symbols": ["C", "O", "C", "C", "C", "C", "O", "H", "H", "H", "H", "H", "H", "H", "H"],
  "coordinates": [[-1.19, 0.69, 0.41], [-0.88, 1.15, -0.91], [0.33, 0.48, -1.19], [0.00, -0.97, -0.85], [-0.29, -0.57, 0.60], [1.07, 0.03, 0.94], [1.32, 0.85, -0.23], [-2.26, 0.49, 0.51], [-0.91, 1.48, 1.13], [0.64, 0.74, -2.20], [0.85, -1.65, -0.95], [-0.86, -1.34, -1.41], [-0.72, -1.31, 1.27], [1.02, 0.61, 1.87], [1.90, -0.68, 1.03]],
  "lowdin_charge": [-0.134, -0.062, -0.351, -0.062, -0.239, -0.152, -0.064, 0.125, 0.125, 0.166, 0.128, 0.128, 0.146, 0.125, 0.123],
  "e_tot_ha": -345.76738,
  "smiles": "C1O[C@H]2C[C@@H]1CO2"
}

Entry 9:
{
  "formula": "C5H8O2",
  "method": "ωB97M-V/def2-TZVPD",
  "symbols": ["C", "C", "C", "C", "O", "H", "H", "H", "H", "H", "H", "C", "O", "H", "H"],
  "coordinates": [[-1.23, 1.40, -0.32], [-0.02, 0.78, -0.91], [1.21, 0.88, -1.33], [0.61, -0.46, -1.42], [1.00, -1.52, -0.57], [-1.08, 2.47, -0.13], [-2.08, 1.28, -1.00], [-1.49, 0.92, 0.62], [2.09, 1.50, -1.47], [0.32, -0.91, -2.37], [1.33, -1.12, 0.25], [-0.18, -1.32, 2.16], [0.77, -0.58, 2.09], [-0.43, -2.00, 1.33], [-0.83, -1.33, 3.06]],
  "lowdin_charge": [-0.038, -0.201, 0.065, -0.321, -0.061, 0.080, 0.082, 0.068, 0.100, 0.128, 0.046, -0.111, -0.014, 0.089, 0.087],
  "e_tot_ha": -345.67719,
  "smiles": "CC1=C[C@H]1O.C=O"
}